{"formula": "C2H6O2", "method": "ωB97M-V/def2-TZVPD", "species": ["C", "C", "O", "O", "H", "H", "H", "H", "H", "H"], "positions_angstrom": [[0.9327, 0.5241, 0.0857], [-0.1155, -0.4595, 0.6186], [-1.4411, 0.3660, -1.0614], [-1.3655, -0.2464, 0.2424], [1.9214, 0.1957, 0.2432], [0.8137, 0.5794, -0.9899], [0.7013, 1.4481, 0.5916], [0.0316, -0.7602, 1.5878], [0.9250, -1.9385, 0.0241], [-2.4036, 0.2913, -1.3420]], "spin_multiplicity": 1, "lumo_energy_ev": 0.5898, "gap_ev": 8.9, "relative_energy_ev": 6.367}

=====

{"formula": "C2H2S3", "method": "ωB97M-V/def2-TZVPD", "species": ["C", "C", "S", "S", "S", "H", "H"], "positions_angstrom": [[0.9850, -0.0940, -0.1466], [-2.2505, 0.0621, 0.0713], [0.4459, 1.3348, -0.0057], [-3.6600, 0.8220, -0.0246], [-1.6342, -1.4380, -0.0274], [1.7414, -0.7884, -0.0334], [-1.2824, 0.8650, -0.0779]], "spin_multiplicity": 1, "lumo_energy_ev": [-1.7210, -1.7229], "gap_ev": [6.3, 6.3], "relative_energy_ev": 3.363}

=====

{"formula": "C15H32N3SSi", "method": "ωB97M-V/def2-TZVPD", "species": ["C", "C", "C", "Si", "C", "N", "C", "N", "C", "S", "H", "H", "H", "H", "H", "H", "H", "H", "H", "H", "H", "H", "C", "C", "C", "N", "C", "C", "C", "C", "C", "C", "H", "H", "H", "H", "H", "H", "H", "H", "H", "H", "H", "H", "H", "H", "H", "H", "H", "H", "H", "H"], "positions_angstrom": [[-1.7092, 2.2157, -0.2571], [-2.3253, 1.4802, -1.1745], [-3.5678, 1.9677, -1.8808], [-3.3911, 1.9998, -3.7612], [-1.6002, 1.7544, -4.3264], [-1.2460, 2.6733, -5.4276], [-0.5317, 3.8480, -4.9475], [-4.0371, 3.4789, -4.4968], [-4.5790, 4.2958, -3.7933], [-5.1171, 5.4630, -2.8827], [-0.9026, 1.8303, 0.3553], [-2.0079, 3.2452, -0.1021], [-1.9272, 0.5025, -1.4334], [-4.3680, 1.2729, -1.6113], [-3.8213, 2.9370, -1.4493], [-4.1703, 0.8732, -4.3189], [-1.5005, 0.7161, -4.6479], [-0.8966, 1.8991, -3.4932], [-0.6378, 2.1532, -6.0476], [-1.2324, 4.5011, -4.4253], [0.2924, 3.6020, -4.2603], [-0.0905, 4.3758, -5.7906], [4.7534, -1.4655, 2.8550], [3.6953, -1.4966, 3.9638], [2.4596, -2.3562, 3.7335], [1.4112, -1.8696, 2.7495], [0.2737, -2.8708, 2.8430], [-0.7859, -2.6960, 1.7727], [-0.1650, -2.7511, 0.3848], [0.9079, -1.6784, 0.2720], [1.9716, -1.8259, 1.3476], [0.9236, -0.5223, 3.1642], [4.5468, -0.7111, 2.0973], [5.7217, -1.2103, 3.2816], [4.8545, -2.4353, 2.3657], [3.4222, -0.4815, 4.2550], [4.1665, -1.9319, 4.8474], [1.9249, -2.4574, 4.6786], [2.7474, -3.3540, 3.4023], [0.7290, -3.8581, 2.7602], [-0.1492, -2.7648, 3.8410], [-1.5244, -3.4894, 1.8908], [-1.3246, -1.7550, 1.9082], [-0.9283, -2.6090, -0.3791], [0.2777, -3.7372, 0.2131], [0.4506, -0.6861, 0.3238], [1.3968, -1.7379, -0.7009], [2.6486, -0.9785, 1.3066], [2.5374, -2.7469, 1.2078], [1.7360, 0.1919, 3.0725], [0.5830, -0.5803, 4.1951], [0.1054, -0.2204, 2.5191]], "spin_multiplicity": 1, "lumo_energy_ev": -2.4650, "charge": 1, "gap_ev": 8.0}

=====

{"formula": "C48H88O48", "method": "ωB97M-V/def2-TZVPD", "species": ["C", "C", "O", "C", "O", "O", "H", "H", "H", "H", "C", "C", "O", "C", "O", "O", "H", "H", "H", "H", "C", "C", "O", "C", "O", "O", "H", "H", "H", "H", "C", "C", "O", "C", "O", "O", "H", "H", "H", "H", "C", "O", "C", "O", "O", "C", "H", "H", "H", "H", "H", "H", "C", "O", "C", "O", "O", "C", "H", "H", "H", "H", "H", "H", "C", "O", "C", "O", "O", "C", "H", "H", "H", "H", "H", "H", "C", "O", "C", "O", "O", "C", "H", "H", "H", "H", "H", "H", "C", "O", "C", "O", "O", "C", "H", "H", "H", "H", "H", "H", "C", "O", "C", "O", "O", "C", "H", "H", "H", "H", "H", "H", "C", "O", "C", "O", "O", "C", "H", "H", "H", "H", "H", "H", "C", "O", "C", "O", "O", "C", "H", "H", "H", "H", "H", "H", "C", "O", "C", "O", "O", "C", "H", "H", "H", "H", "H", "H", "C", "O", "C", "O", "O", "C", "H", "H", "H", "H", "H", "H", "C", "O", "C", "O", "O", "C", "H", "H", "H", "H", "H", "H", "C", "O", "C", "O", "O", "C", "H", "H", "H", "H", "H", "H"], "positions_angstrom": [[1.9029, 24.0017, -3.4116], [2.7461, 23.5899, -4.6359], [2.7565, 22.1627, -4.5981], [1.6285, 21.8010, -3.8675], [1.2543, 20.6520, -3.7879], [1.0444, 22.8519, -3.3571], [1.3278, 24.9017, -3.6292], [2.4820, 24.0476, -2.4893], [3.7494, 24.0145, -4.6003], [2.4059, 23.9150, -5.6191], [-8.1808, 27.4924, -5.8961], [-7.6208, 27.8335, -4.5466], [-6.8206, 26.6799, -4.3575], [-7.0747, 25.6464, -5.2556], [-6.5159, 24.5751, -5.4608], [-8.0345, 26.0984, -6.1339], [-7.6681, 28.0340, -6.6911], [-9.2295, 27.7806, -5.9684], [-8.2943, 27.7601, -3.6927], [-6.9116, 28.6595, -4.4930], [-3.1289, 22.1412, -5.1682], [-3.9131, 23.4259, -5.5402], [-2.9295, 24.4592, -5.6235], [-1.6715, 23.8809, -5.3604], [-0.7286, 24.5447, -5.0717], [-1.7801, 22.5883, -5.2251], [-3.2871, 21.3401, -5.8902], [-3.3789, 21.7333, -4.1887], [-4.6032, 23.5405, -4.7043], [-4.4728, 23.3861, -6.4747], [-4.7974, 17.0104, -3.5163], [-3.6301, 16.0247, -3.4993], [-4.1454, 14.8273, -3.0649], [-5.4790, 14.8366, -3.2297], [-6.1627, 13.8492, -3.2120], [-5.8754, 16.0934, -3.4400], [-4.7724, 17.6376, -4.4074], [-4.6124, 17.5383, -2.5808], [-2.9392, 16.3182, -2.7089], [-3.1850, 15.9225, -4.4890], [-1.0499, 21.4265, -12.1696], [-1.2963, 21.6235, -10.7399], [-0.2386, 22.1554, -10.0411], [0.7998, 22.5478, -10.5516], [-0.6172, 22.1305, -8.7582], [0.2413, 22.8463, -7.8357], [-1.9572, 21.0915, -12.6723], [-0.2509, 20.7020, -12.3269], [-0.6335, 22.2783, -12.7073], [1.3158, 22.8124, -8.0155], [0.0864, 22.3297, -6.8885], [-0.0441, 23.8838, -7.6618], [0.5167, 15.4299, -3.3656], [0.6421, 15.9709, -4.6835], [-0.1828, 17.0853, -4.9900], [-0.9557, 17.6973, -4.2989], [0.1423, 17.4598, -6.2031], [-0.2787, 18.7110, -6.8375], [0.0295, 16.1246, -2.6815], [1.5113, 15.1497, -3.0186], [0.0348, 14.4564, -3.4559], [-1.3275, 18.9661, -6.6855], [-0.2768, 18.4858, -7.9040], [0.2371, 19.6329, -6.5691], [-0.9468, 20.4335, -1.4000], [0.3437, 20.7317, -0.8824], [1.1622, 19.7620, -0.5258], [0.9150, 18.5762, -0.5358], [2.3739, 20.2360, -0.2688], [2.8030, 21.4728, -0.5522], [-0.9864, 19.4595, -1.8877], [-1.2868, 21.1399, -2.1573], [-1.7840, 20.3577, -0.7062], [3.1236, 22.0426, 0.3200], [2.2288, 22.1992, -1.1273], [3.7809, 21.5136, -1.0320], [-6.1359, 24.6298, 1.5632], [-5.2391, 25.5104, 0.9173], [-5.0617, 25.5582, -0.3865], [-5.4072, 24.6897, -1.1594], [-4.3135, 26.7073, -0.6861], [-3.9288, 26.9604, -2.0658], [-6.0083, 23.6339, 1.1388], [-7.1874, 24.7313, 1.2943], [-6.2504, 24.6164, 2.6471], [-3.7624, 28.0145, -2.2878], [-4.6827, 26.5898, -2.7603], [-3.0629, 26.3768, -2.3787], [-8.5937, 18.8355, -6.9836], [-8.6585, 20.2510, -6.8756], [-7.6863, 20.9980, -7.3166], [-6.5642, 20.5780, -7.6522], [-8.1371, 22.3225, -7.2271], [-7.4456, 23.2990, -8.0114], [-9.5790, 18.3865, -7.1088], [-8.0349, 18.3706, -6.1713], [-8.0448, 18.6847, -7.9132], [-7.6696, 24.3093, -7.6691], [-7.4445, 23.0951, -9.0822], [-6.3769, 23.2886, -7.7974], [-5.9108, 20.2073, -4.1926], [-5.3130, 20.3727, -2.8968], [-5.9307, 19.9456, -1.8450], [-7.0611, 19.4965, -1.7620], [-5.0497, 20.1321, -0.8341], [-5.6190, 19.9388, 0.4776], [-6.5324, 21.0755, -4.4117], [-6.4630, 19.2756, -4.3156], [-5.1856, 20.0555, -4.9920], [-6.1120, 18.9986, 0.7247], [-6.1911, 20.8477, 0.6639], [-4.8062, 20.0470, 1.1956], [3.0597, 25.3965, 1.6618], [2.0905, 24.4516, 1.1213], [0.9820, 24.9180, 0.3911], [0.6241, 26.0880, 0.3065], [0.4862, 23.8592, -0.3083], [-0.6951, 23.9056, -1.0389], [4.0306, 24.9012, 1.6439], [2.7437, 25.6581, 2.6716], [3.1200, 26.2898, 1.0402], [-0.8234, 23.0444, -1.6945], [-0.7298, 24.8080, -1.6493], [-1.5638, 23.7732, -0.3940], [4.1061, 26.7707, -6.9308], [2.8205, 27.4786, -7.0152], [1.8461, 27.2125, -6.1540], [1.8919, 26.3812, -5.2299], [0.8427, 28.0580, -6.4990], [-0.4520, 27.7716, -6.1212], [4.3978, 26.2337, -7.8333], [4.2390, 26.0668, -6.1092], [4.8812, 27.4970, -6.6862], [-0.6556, 26.7008, -6.1223], [-1.0981, 28.2768, -6.8392], [-0.6001, 28.1563, -5.1121], [3.5899, 31.0418, 1.3998], [2.7002, 30.3322, 0.6232], [3.0832, 29.2262, -0.0529], [4.2447, 28.8272, -0.1218], [2.0294, 28.7426, -0.6118], [2.1339, 27.7892, -1.6417], [3.0071, 31.9000, 1.7345], [4.3084, 31.5739, 0.7763], [4.0556, 30.5878, 2.2745], [1.1915, 27.3077, -1.9025], [2.8648, 26.9953, -1.4879], [2.4079, 28.3549, -2.5322], [-5.2536, 26.7952, -8.9455], [-5.4248, 27.5957, -7.7470], [-4.3943, 28.0009, -7.0927], [-3.1992, 27.7975, -7.4265], [-4.8603, 28.5203, -5.9433], [-4.0558, 29.1444, -5.0248], [-6.2266, 26.6771, -9.4224], [-4.7562, 25.8493, -8.7314], [-4.6287, 27.3251, -9.6644], [-3.1911, 28.5780, -4.6792], [-4.6577, 29.5289, -4.2014], [-3.6861, 30.0880, -5.4263], [-3.6311, 19.0369, -8.8185], [-4.7588, 18.2434, -8.5163], [-4.6142, 17.3356, -7.6773], [-3.6961, 17.1942, -6.8339], [-5.6335, 16.5128, -7.7665], [-5.6853, 15.2445, -7.0519], [-3.5572, 19.9193, -8.1828], [-3.6548, 19.4041, -9.8445], [-2.6892, 18.4889, -8.8404], [-4.9719, 14.4764, -7.3505], [-6.6494, 14.7443, -7.1435], [-5.5862, 15.4887, -5.9942], [-5.4996, 21.7301, -10.7646], [-4.6715, 22.9094, -10.8449], [-3.7756, 23.1840, -9.8700], [-3.5628, 22.6183, -8.8103], [-3.2376, 24.3084, -10.1459], [-2.2224, 24.8395, -9.3309], [-4.8828, 20.8754, -11.0425], [-6.3370, 21.8275, -11.4555], [-5.9585, 21.5793, -9.7875], [-1.2372, 24.3768, -9.3890], [-2.4353, 25.0465, -8.2821], [-2.0027, 25.8397, -9.7042]], "spin_multiplicity": 1, "lumo_energy_ev": 0.2095, "gap_ev": 10.3}

=====

{"formula": "C22H28ClN3O4", "method": "ωB97M-V/def2-TZVPD", "species": ["O", "O", "O", "Cl", "O", "C", "C", "C", "C", "C", "C", "C", "C", "C", "C", "C", "C", "C", "C", "C", "N", "N", "N", "C", "C", "C", "C", "C", "C", "C", "H", "H", "H", "H", "H", "H", "H", "H", "H", "H", "H", "H", "H", "H", "H", "H", "H", "H", "H", "H", "H", "H", "H", "H", "H", "H", "H", "H"], "positions_angstrom": [[-1.1520, -5.2025, -1.0508], [-1.0174, 3.2178, -2.7525], [2.7842, -3.9321, 2.2356], [1.0303, 7.4366, -4.8472], [-3.8660, 2.4924, 2.5418], [-0.3064, -4.9174, -0.2197], [-0.4182, 2.9690, -1.7174], [2.4031, -3.8750, 1.0744], [2.2107, 7.0884, -1.0113], [-4.3513, 0.8020, -0.6817], [2.0010, 7.5831, -2.3005], [-4.6251, 1.3362, 0.5820], [1.6968, 5.8369, -0.6555], [0.7781, 5.5807, -2.8678], [-3.0608, 0.8928, -1.2116], [-2.3249, 2.0422, 0.7816], [1.2862, 6.8288, -3.2320], [-3.6107, 1.9582, 1.3127], [0.9663, 5.0694, -1.5728], [-2.0364, 1.5116, -0.4830], [0.4988, 3.8268, -1.1285], [2.9989, -4.5795, 0.1028], [0.2406, -3.6978, -0.2531], [0.1091, -5.9708, 0.7899], [-0.6485, 1.6170, -1.0579], [4.1519, -5.4549, 0.3095], [-0.5413, -1.2753, 1.2531], [-0.2410, -3.1211, 2.8640], [0.4849, -2.2649, 1.8215], [1.1895, -3.0239, 0.6651], [-4.8097, 2.4044, 2.7489], [2.7696, 7.6768, -0.2891], [-5.1392, 0.3242, -1.2574], [2.3905, 8.5549, -2.5876], [-5.6309, 1.2677, 0.9819], [1.8661, 5.4687, 0.3503], [0.2395, 5.0290, -3.6291], [-2.8606, 0.4942, -2.2021], [-1.5590, 2.5339, 1.3706], [0.8408, 3.5239, -0.2252], [2.6072, -4.5210, -0.8243], [-0.1561, -3.1226, -0.9802], [-0.6928, -6.7025, 0.8761], [1.0080, -6.4709, 0.4383], [0.2909, -5.5356, 1.7659], [0.0903, 1.4712, -0.2677], [-0.4904, 0.8348, -1.8048], [4.3128, -6.0857, -0.5660], [5.0440, -4.8520, 0.4889], [3.9815, -6.0925, 1.1800], [-1.3885, -1.8067, 0.8178], [-0.0706, -0.6644, 0.4889], [-0.9092, -0.6256, 2.0481], [-0.6643, -2.4752, 3.6336], [0.4601, -3.8016, 3.3454], [-1.0473, -3.6875, 2.3990], [1.2428, -1.6789, 2.3427], [1.6442, -2.2355, 0.0664]], "spin_multiplicity": 1, "lumo_energy_ev": 0.2295, "gap_ev": 9.0, "relative_energy_ev": 1.087, "smiles": "O=C(Cc1cccc(O)c1)Nc1cccc(Cl)c1.CNC(=O)[C@@H](NC(C)=O)C(C)C"}

=====

{"formula": "C9H12N3", "method": "ωB97M-V/def2-TZVPD", "species": ["C", "C", "C", "C", "C", "C", "C", "C", "C", "N", "N", "N", "H", "H", "H", "H", "H", "H", "H", "H", "H", "H", "H", "H"], "positions_angstrom": [[1.1944, -2.6671, 1.3445], [2.2495, -1.7919, 1.5784], [0.0070, -2.2843, 0.8199], [2.1632, -0.4850, 1.1790], [-0.1856, -0.9068, 0.3597], [0.8583, 0.0145, 0.7139], [-1.4337, -0.4599, 0.0719], [-0.2457, 3.3047, -0.1659], [-1.9374, -0.4808, -2.3359], [0.8124, 1.3390, 0.5077], [-0.2705, 1.9297, 0.0710], [-2.1489, -0.2272, -0.9819], [1.3522, -3.7112, 1.5483], [3.1975, -2.1531, 2.0213], [-0.7996, -3.1158, 0.6392], [2.9914, 0.2388, 1.2796], [-1.2202, 3.6631, -0.5555], [-0.2796, 3.8944, 0.7471], [0.4340, 3.5175, -0.9679], [-2.5317, -1.2402, -2.8453], [-2.1072, 0.4314, -2.8286], [-0.7800, -0.6518, -2.3461], [1.7113, 1.7939, 0.7742], [-3.0314, 0.0481, -0.6286]], "spin_multiplicity": 1, "lumo_energy_ev": [-5.0234, -4.2738], "charge": 1, "gap_ev": [6.5, 7.6], "relative_energy_ev": 4.638}

=====

{"formula": "C2H7NO", "method": "ωB97M-V/def2-TZVPD", "species": ["C", "O", "C", "N", "H", "H", "H", "H", "H", "H", "H"], "positions_angstrom": [[-0.5072, 0.8077, -0.1217], [-0.5501, 0.9018, 1.2852], [-0.2524, -0.6275, -0.5981], [1.1637, -1.0448, -0.6217], [0.4035, 1.2909, -0.5311], [-1.3569, 1.3487, -0.5307], [-0.0799, 0.1555, 1.6764], [-0.6322, -0.7739, -1.6080], [-0.8225, -1.3620, -0.0231], [1.6885, -0.2004, -0.8629], [1.5562, -1.1353, 0.3123]], "spin_multiplicity": 1, "lumo_energy_ev": 0.9545, "gap_ev": 10.9, "relative_energy_ev": 0.888, "smiles": "NCCO"}

=====

{"formula": "C5H9N", "method": "ωB97M-V/def2-TZVPD", "species": ["C", "C", "N", "C", "C", "C", "H", "H", "H", "H", "H", "H", "H", "H", "H"], "positions_angstrom": [[1.3195, -1.6048, -2.1232], [1.0972, -0.9617, -0.9738], [0.3143, 0.1758, -0.8411], [0.2633, 0.8763, 0.4572], [-1.6143, 0.8198, 2.0972], [-1.2147, 1.0761, 0.8328], [0.6202, -1.3841, -2.9323], [2.1020, -2.3340, -2.2581], [1.4598, -1.4369, -0.0503], [-0.6783, 0.0181, -1.0028], [0.8765, 1.7963, 0.3689], [0.7330, 0.3037, 1.2541], [-2.5846, 0.3486, 2.2360], [-0.8537, 0.7481, 2.8603], [-1.8402, 1.5586, 0.0750]], "spin_multiplicity": 1, "lumo_energy_ev": 1.0984, "gap_ev": 9.5, "relative_energy_ev": 2.794, "smiles": "C=CCNC=C"}